{"formula": "C12H21N7O3", "method": "ωB97M-V/def2-TZVPD", "species": ["C", "C", "C", "C", "C", "C", "C", "C", "C", "C", "C", "C", "H", "H", "H", "H", "H", "H", "H", "H", "H", "H", "H", "H", "H", "H", "H", "H", "H", "H", "H", "H", "H", "N", "N", "N", "N", "N", "N", "N", "O", "O", "O"], "xyz": [[0.35, 1.91, -0.80], [-0.65, 0.78, -0.10], [0.50, 1.63, -2.25], [1.89, 0.76, -2.30], [2.21, 0.18, -3.62], [1.97, 2.36, -4.75], [-0.67, -0.36, 2.14], [0.51, -1.22, 2.01], [-1.96, -0.98, 1.90], [-2.27, -1.82, 3.09], [-3.62, -1.93, 3.32], [-2.32, -3.06, 4.88], [1.72, 0.73, 0.32], [1.69, 2.26, 1.02], [-0.07, 3.07, -0.67], [-0.46, 0.74, -2.53], [0.67, 2.36, -3.29], [2.68, 1.56, -2.01], [1.92, -0.14, -1.70], [1.34, -0.30, -4.19], [3.03, -0.68, -3.60], [3.39, 1.88, -3.91], [3.37, 3.53, -4.84], [0.71, 0.94, -5.45], [0.40, 2.66, -5.67], [0.44, 1.33, 1.69], [-0.38, -0.08, 3.16], [-2.78, -0.12, 1.77], [-1.94, -1.32, 0.82], [-4.57, -1.66, 2.64], [-1.92, -3.62, 5.68], [-4.50, -3.28, 4.93], [0.08, -2.46, 3.21], [1.69, 1.87, -0.03], [2.86, 1.25, -4.54], [2.31, 3.53, -5.06], [0.66, 1.92, -4.99], [-0.57, 0.93, 1.37], [-1.52, -2.56, 3.92], [-3.68, -2.83, 4.34], [-1.34, -0.12, -0.70], [1.45, -0.71, 1.40], [0.83, -2.39, 2.60]], "mulliken_charge": [0.545, 0.174, -0.381, -0.239, -0.795, 0.215, -0.063, 0.364, -0.581, 0.110, -0.326, -0.446, 0.374, 0.366, 0.344, 0.126, 0.329, 0.171, 0.275, 0.316, 0.277, 0.337, 0.252, 0.268, 0.285, 0.293, 0.435, 0.303, 0.367, 0.301, 0.453, 0.269, 0.617, -0.860, -0.450, -0.759, -0.432, -0.339, -0.394, -0.184, -0.655, -0.680, -0.583], "de_lowest_kj_mol": 911.41, "energy_ha": -1078.60835, "e_lumo_ha": 0.0128, "orbital_gap_ev": 9.29}

---

{"formula": "C12H22B2CoF8NO4", "method": "ωB97M-V/def2-TZVPD", "species": ["Co", "B", "F", "F", "F", "F", "B", "F", "F", "F", "F", "C", "C", "C", "C", "C", "C", "N", "O", "C", "C", "C", "H", "H", "H", "H", "H", "H", "H", "H", "H", "H", "H", "H", "H", "H", "H", "H", "H", "H", "C", "C", "O", "C", "O", "O", "H", "H", "H", "H"], "xyz": [[4.81, 10.24, 9.71], [4.51, 8.30, 8.34], [5.10, 9.25, 7.62], [4.25, 7.11, 7.65], [5.40, 8.31, 9.44], [3.40, 8.92, 8.83], [7.29, 11.01, 9.96], [6.74, 12.28, 10.09], [6.57, 10.24, 10.74], [7.13, 10.67, 8.68], [8.57, 11.09, 10.37], [1.50, 11.88, 9.47], [1.34, 11.21, 10.83], [0.07, 10.26, 10.74], [-0.18, 9.17, 11.78], [1.12, 8.43, 12.10], [2.39, 9.31, 12.36], [2.54, 10.35, 11.22], [3.84, 11.05, 11.33], [3.63, 8.32, 12.33], [2.34, 10.02, 13.81], [0.88, 12.27, 11.87], [2.16, 12.75, 9.48], [0.49, 12.04, 9.09], [1.90, 11.20, 8.71], [-0.01, 9.73, 9.80], [-0.83, 10.87, 10.80], [-1.04, 8.53, 11.55], [-0.48, 9.62, 12.73], [1.33, 7.70, 11.33], [1.06, 7.92, 13.06], [3.82, 8.00, 11.30], [3.41, 7.45, 12.95], [4.53, 8.88, 12.60], [2.85, 10.98, 13.78], [2.75, 9.45, 14.64], [1.29, 10.25, 14.01], [0.43, 11.84, 12.77], [0.11, 12.92, 11.44], [1.70, 12.93, 12.15], [6.09, 14.53, 6.74], [5.44, 13.90, 5.51], [4.86, 12.76, 6.04], [5.00, 12.69, 7.39], [4.57, 11.79, 8.11], [5.56, 13.74, 7.82], [5.83, 15.59, 6.87], [7.18, 14.60, 6.83], [6.16, 13.63, 4.73], [4.76, 14.63, 5.08]], "lowdin_spin": [2.736, 0.001, 0.013, 0.001, 0.036, 0.017, 0.000, -0.001, 0.023, 0.000, 0.000, 0.000, 0.001, 0.000, 0.000, 0.000, 0.002, 0.013, 0.132, 0.000, 0.001, 0.001, 0.000, 0.000, 0.000, 0.000, 0.000, 0.000, 0.000, 0.000, 0.000, 0.000, 0.000, 0.000, 0.001, 0.000, 0.000, 0.000, 0.000, 0.000, 0.000, 0.000, 0.001, 0.004, 0.017, 0.001, 0.000, 0.000, 0.000, 0.000], "total_charge": -1, "energy_ha": -3057.99760, "spin_multiplicity": 4, "e_lumo_ha": [0.0882, 0.0882], "s_squared": 3.755, "orbital_gap_ev": [6.47, 6.51]}

---

{"formula": "C12H22B5F20N4Zn", "method": "ωB97M-V/def2-TZVPD", "species": ["Zn", "C", "C", "N", "C", "C", "N", "C", "C", "H", "H", "H", "H", "H", "H", "H", "H", "H", "H", "H", "C", "C", "N", "C", "C", "N", "C", "C", "H", "H", "H", "H", "H", "H", "H", "H", "H", "H", "H", "B", "F", "F", "F", "F", "B", "F", "F", "F", "F", "B", "F", "F", "F", "F", "B", "F", "F", "F", "F", "B", "F", "F", "F", "F"], "xyz": [[-2.03, 0.20, 2.62], [7.32, 0.07, 0.60], [6.56, 1.18, -0.13], [5.13, 1.11, 0.16], [4.26, 0.11, -0.29], [3.05, 0.43, 0.31], [3.10, 1.68, 0.80], [4.41, 2.05, 0.75], [2.14, 2.43, 1.57], [8.37, 0.06, 0.29], [7.01, -0.90, 0.20], [7.20, 0.06, 1.68], [6.63, 1.00, -1.21], [6.82, 2.24, -0.13], [4.66, -0.72, -0.85], [2.11, -0.09, 0.42], [4.76, 3.05, 0.91], [1.23, 1.85, 1.72], [1.93, 3.38, 1.08], [2.38, 2.58, 2.62], [-5.79, -1.92, -1.61], [-4.87, -0.76, -1.91], [-3.72, -1.20, -2.74], [-3.54, -0.94, -4.10], [-2.36, -1.50, -4.44], [-1.82, -2.10, -3.34], [-2.66, -1.88, -2.32], [-0.57, -2.88, -3.26], [-5.39, -2.73, -0.99], [-6.25, -2.40, -2.47], [-6.49, -1.59, -0.83], [-4.51, -0.17, -1.07], [-5.46, -0.12, -2.57], [-4.22, -0.25, -4.58], [-1.96, -1.59, -5.44], [-2.50, -2.15, -1.29], [-0.27, -3.04, -4.29], [-0.79, -3.86, -2.83], [0.09, -2.32, -2.62], [-1.98, 2.71, 2.54], [-2.78, 1.89, 1.70], [-1.66, 3.87, 1.86], [-2.63, 2.97, 3.73], [-0.82, 1.98, 2.83], [-4.14, -1.20, 2.92], [-2.91, -1.76, 2.55], [-5.00, -2.10, 3.58], [-3.80, -0.10, 3.68], [-4.86, -0.68, 1.83], [-0.48, -0.95, 5.36], [-1.12, -0.40, 4.21], [0.82, -1.35, 5.03], [-0.48, 0.06, 6.32], [-1.21, -2.05, 5.81], [2.48, 2.19, -3.29], [3.41, 2.85, -2.44], [1.66, 1.33, -2.54], [1.80, 3.23, -3.90], [3.12, 1.42, -4.30], [-0.67, -0.46, 0.35], [-0.11, -0.17, 1.63], [-2.04, -0.50, 0.63], [-0.29, 0.57, -0.48], [-0.24, -1.73, -0.02]], "mulliken_charge": [4.289, -1.094, -0.644, 0.314, -0.756, -0.116, 0.445, -0.211, -0.519, 0.369, 0.344, 0.329, 0.343, 0.417, 0.451, 0.277, 0.361, -0.180, 0.355, 0.380, -1.169, -0.238, 0.191, -0.339, -0.377, 0.178, -0.508, -0.725, 0.342, 0.359, 0.399, 0.245, 0.205, 0.421, 0.397, 0.637, 0.313, 0.333, 0.251, 0.072, -0.363, -0.386, -0.358, -0.279, 0.515, -0.408, -0.351, -0.380, -0.390, -0.336, -0.662, -0.410, -0.384, -0.379, 0.457, -0.416, -0.237, -0.381, -0.418, -0.224, -0.496, -0.275, -0.256, -0.322], "total_charge": -1, "energy_ha": -4591.65177, "e_lumo_ha": 0.0596, "orbital_gap_ev": 9.88}

---

{"formula": "C12H22BBr2F4N3O4S", "method": "ωB97M-V/def2-TZVPD", "species": ["C", "C", "N", "C", "N", "C", "S", "O", "O", "C", "Br", "C", "C", "Br", "N", "B", "C", "O", "C", "F", "F", "C", "F", "F", "H", "H", "H", "H", "H", "H", "H", "H", "H", "H", "H", "H", "H", "H", "H", "H", "H", "C", "C", "O", "H", "H", "H", "H", "H"], "xyz": [[-2.33, -1.75, 2.66], [-2.59, -1.23, 1.22], [-1.96, 0.08, 1.07], [-1.34, 0.53, 0.04], [-1.27, -0.27, -1.12], [-2.26, 0.09, -2.16], [-3.91, -0.49, -1.83], [-4.46, 0.35, -0.81], [-4.61, -0.60, -3.07], [0.06, -0.25, -1.70], [0.60, 1.21, -2.79], [0.91, -1.27, -1.48], [2.30, -1.34, -2.00], [0.30, -2.73, -0.41], [-0.77, 1.81, 0.03], [-1.83, 2.91, -0.12], [-1.54, 4.12, -1.08], [-3.01, 2.80, 0.55], [0.04, 2.12, 1.19], [-0.71, 2.45, 2.29], [0.74, 3.23, 0.88], [1.09, 1.08, 1.62], [0.52, 0.07, 2.32], [1.74, 0.61, 0.54], [-3.22, -2.18, 3.08], [-1.94, -0.95, 3.29], [-1.54, -2.48, 2.61], [-2.17, -1.95, 0.54], [-3.66, -1.14, 1.09], [-2.03, 0.69, 1.87], [-2.33, 1.16, -2.38], [-1.94, -0.39, -3.08], [-3.74, -1.72, -1.29], [2.32, -1.68, -3.02], [2.71, -0.34, -1.89], [2.93, -1.97, -1.34], [-2.49, 4.50, -1.43], [-0.98, 4.88, -0.54], [-0.92, 3.80, -1.91], [-3.10, 3.55, 1.14], [1.81, 1.59, 2.26], [6.09, -1.82, 0.57], [5.02, -2.93, 0.71], [4.44, -3.21, -0.47], [5.65, -0.89, 0.20], [6.57, -1.60, 1.55], [6.88, -2.13, -0.12], [4.34, -2.56, 1.52], [5.55, -3.78, 1.20]], "mulliken_charge": [-1.185, -0.427, 0.575, -1.635, 0.601, -0.677, 0.957, -0.524, -0.639, -0.375, -0.044, 0.506, -0.984, -0.069, 0.496, 0.374, -0.901, -0.577, 0.712, -0.319, -0.313, 0.037, -0.201, -0.181, 0.399, 0.281, 0.277, 0.312, 0.391, 0.522, 0.337, 0.536, 0.103, 0.312, 0.449, 0.204, 0.302, 0.361, 0.284, 0.333, 0.356, -0.969, -0.293, -0.884, 0.201, 0.337, 0.264, 0.090, 0.287], "energy_ha": -6906.04513, "e_lumo_ha": -0.0738, "orbital_gap_ev": 2.84}

---

{"formula": "C12H22BBr6N2O14", "method": "ωB97M-V/def2-TZVPD", "species": ["N", "H", "H", "H", "H", "N", "H", "H", "H", "H", "O", "C", "O", "B", "O", "C", "O", "O", "C", "O", "C", "O", "O", "O", "C", "O", "O", "H", "O", "C", "O", "O", "H", "Br", "C", "C", "Br", "H", "H", "H", "H", "Br", "C", "C", "Br", "H", "H", "H", "H", "Br", "C", "C", "Br", "H", "H", "H", "H"], "xyz": [[0.38, 4.67, 1.59], [1.05, 4.80, 0.80], [0.87, 4.22, 2.36], [-0.42, 4.15, 1.11], [-0.01, 5.58, 1.82], [-0.06, 0.64, 0.58], [-0.23, -0.28, 0.20], [-0.90, 1.21, 0.33], [0.81, 1.08, 0.14], [0.03, 0.70, 1.61], [-2.35, 1.34, -4.44], [-2.77, 0.74, -3.52], [-2.15, -0.15, -2.76], [-3.11, -0.72, -1.77], [-4.33, 0.07, -1.93], [-4.16, 0.96, -2.90], [-4.97, 1.75, -3.28], [-2.59, -0.61, -0.39], [-2.55, -1.78, 0.17], [-2.19, -1.99, 1.26], [-3.02, -2.80, -0.87], [-3.29, -2.18, -1.98], [-3.06, -3.97, -0.69], [-4.19, 3.10, 1.31], [-3.01, 3.12, 0.57], [-1.94, 2.61, 1.17], [-2.97, 3.61, -0.57], [-3.76, 2.71, 2.13], [3.96, 3.17, -0.87], [2.61, 3.03, -0.52], [2.25, 1.83, -0.25], [1.86, 4.04, -0.58], [4.11, 2.20, -0.98], [0.68, -5.59, 1.79], [2.41, -4.89, 1.17], [2.30, -4.07, -0.09], [1.41, -2.34, 0.24], [2.97, -5.77, 0.84], [2.86, -4.32, 1.98], [1.65, -4.58, -0.80], [3.24, -3.86, -0.60], [-1.37, 0.45, 3.54], [-0.90, -1.18, 4.52], [0.17, -1.95, 3.78], [1.80, -0.84, 3.58], [-1.81, -1.77, 4.61], [-0.53, -0.91, 5.50], [-0.19, -2.29, 2.80], [0.57, -2.81, 4.32], [3.78, -2.18, -2.70], [3.22, -0.31, -2.58], [3.05, 0.27, -3.96], [2.06, 1.93, -3.71], [3.92, 0.21, -1.93], [2.31, -0.24, -2.00], [2.50, -0.29, -4.70], [4.00, 0.51, -4.44]], "mulliken_charge": [-0.336, 0.396, 0.348, 0.181, 0.395, 0.648, -0.183, 0.316, 0.199, -0.086, -0.596, 0.529, -0.483, 1.342, -0.528, 0.622, -0.601, -0.324, 0.608, -0.609, 0.305, -0.557, -0.623, -0.520, 0.586, -0.626, -0.678, 0.341, -0.558, 0.583, -0.790, -0.856, 0.355, -0.147, -0.701, -0.658, 0.166, 0.416, 0.367, 0.447, 0.235, -0.109, -0.553, -0.445, -0.161, 0.378, 0.418, 0.066, 0.430, -0.172, -0.204, -0.507, -0.124, 0.230, 0.048, 0.397, 0.378], "total_charge": -1, "de_lowest_kj_mol": 145.59, "energy_ha": -17102.66953, "e_lumo_ha": 0.0586, "orbital_gap_ev": 7.85}

---

> Which formula does entry 4 have?

C12H22BBr2F4N3O4S